Density functional theory data (wB97M-V/def2-TZVPD) for C24H38Br6N2O2 as an isolated structure in a non-equilibrium geometry.

Results
Max |F| (eV/A): 17.374
LUMO energy (eV): 0.00
Frontier orbital gap (eV): 7.7
Energy relative to the best compared isomer or geometry (same formula, charge and spin) (eV): 14.129

XYZ file:
```
72
Properties=species:S:1:pos:R:3:forces:R:3:lowdin_charge:R:1
Br -6.096980 -1.302607 0.125170 -1.469 1.365 -1.147 0.73
C -5.742211 0.597133 -0.066045 -1.376 0.355 -1.515 -0.58
C -5.791541 1.053782 -1.601931 0.071 -0.201 1.593 -0.52
Br -4.251159 0.236692 -2.527334 -6.657 3.019 -2.176 0.95
H -4.830240 0.872690 0.463538 -0.194 -0.103 -0.223 0.04
H -6.623692 0.959917 0.462609 0.316 0.744 -0.185 0.04
H -5.636262 2.131284 -1.656500 0.140 -0.092 0.025 0.06
H -6.740732 0.828055 -2.087914 0.205 -0.335 0.155 0.06
Br -2.804924 -0.707130 3.044989 -0.943 -0.356 -0.325 0.69
C -3.973572 -2.020876 2.100118 1.050 -1.250 -0.887 -0.62
C -3.368934 -2.295491 0.687914 -0.378 0.995 0.659 -0.70
Br -4.391699 -3.617293 -0.386878 1.388 -0.759 0.598 0.57
H -5.013841 -1.710223 2.003034 0.762 0.158 0.958 -0.06
H -3.847207 -2.957399 2.643311 -0.213 0.272 0.332 0.06
H -2.338136 -2.613307 0.844621 -0.906 -0.421 -0.420 0.00
H -3.392364 -1.381317 0.094758 -0.204 -0.600 0.090 -0.03
Br 2.069380 -0.686516 -2.600457 14.248 -7.950 -5.971 1.24
C 3.804378 -0.202837 -3.415648 1.318 -2.468 -0.754 -0.57
C 4.969108 -0.451572 -2.461190 -0.783 0.665 -0.747 -0.67
Br 6.590203 -0.475338 -3.558878 0.162 0.174 0.286 0.61
H 3.731094 0.829346 -3.758193 -0.164 -0.234 0.092 0.07
H 3.943395 -0.931209 -4.214552 -0.062 0.566 -0.475 0.03
H 4.917824 -1.440746 -2.006199 -0.001 0.393 0.228 0.05
H 4.984784 0.410522 -1.794375 0.581 -0.575 0.361 0.03
N 1.016502 2.947905 -1.312650 -1.158 -0.364 -0.454 0.10
C 1.378576 4.046035 -2.033078 0.643 -1.973 2.517 -0.12
C 2.726276 4.372962 -2.162133 -0.918 0.083 -0.719 -0.08
C 3.665144 3.453266 -1.723539 -0.293 0.189 0.694 -0.06
C 3.203190 2.345649 -1.010088 1.946 -0.063 -0.105 -0.10
C 1.895840 2.046520 -0.788590 2.656 5.776 -3.328 -0.21
H 0.565542 4.699092 -2.313953 0.025 0.052 -0.246 0.10
H 2.899702 5.339974 -2.610709 0.725 -0.087 -0.200 0.10
H 4.724111 3.643321 -1.817680 0.099 0.019 -0.048 0.10
H 3.882077 1.661422 -0.522913 0.649 0.014 -0.157 0.09
H 1.573232 1.145723 -0.287703 1.297 1.384 -0.361 -0.04
N 0.398361 0.578772 -0.295115 -7.422 -5.016 -0.391 -0.01
C 0.305151 0.069490 -1.577060 -6.271 1.905 3.017 -0.42
C -0.824783 -0.374857 -2.224431 -1.796 1.812 2.429 -0.04
C -2.046645 -0.189158 -1.481449 4.065 -1.259 0.047 -0.25
C -2.042906 0.414854 -0.228416 1.184 0.121 -1.636 -0.08
C -0.786929 0.787780 0.326049 -0.097 0.403 -1.426 -0.09
H 1.161563 0.110358 -2.233792 -7.756 8.103 3.619 -0.39
H -0.823508 -0.751666 -3.236558 0.151 -0.097 -0.038 0.12
H -2.980571 -0.519186 -1.911897 3.444 -2.018 1.903 -0.22
H -3.034177 0.541859 0.181048 0.479 0.475 0.684 0.06
H -0.694993 1.372890 1.229150 -0.427 -0.563 -0.149 0.08
C -0.165595 -2.505741 -0.338347 1.749 -1.158 2.741 -0.10
C 0.394102 -3.955242 0.002916 -0.870 0.173 -0.787 -0.12
C -0.279902 -4.347148 1.341730 0.477 0.454 -0.810 -0.20
O -0.967645 -3.203043 1.794170 0.156 1.821 0.163 -0.22
C -0.305656 -2.030877 1.153561 0.079 -0.792 -0.110 -0.18
H -1.149226 -2.434391 -0.802535 0.200 -0.522 0.078 0.09
H 0.498197 -1.818874 -0.863441 0.048 -1.188 0.261 0.03
H 1.478256 -3.952277 0.115618 -0.032 0.262 -0.116 0.10
H 0.133732 -4.743121 -0.703890 0.144 0.253 -0.414 0.10
H 0.501707 -4.650570 2.038243 -0.152 -0.125 0.343 0.11
H -1.011345 -5.141969 1.195614 0.036 -0.029 0.188 0.12
H 0.510123 -1.812896 1.842802 1.310 -0.558 -0.816 0.12
H -0.692198 -1.011716 1.155888 -1.725 -1.203 0.625 0.03
C 2.595368 0.625977 2.793780 1.229 -1.229 2.193 -0.16
C 1.940497 1.681193 2.092745 -2.466 1.919 -1.789 -0.21
C 0.712253 2.141230 2.945572 1.542 -0.768 0.970 -0.11
O 1.032908 1.577072 4.262146 -0.734 0.169 -0.619 -0.13
C 2.390582 1.209790 4.222069 0.706 -1.376 0.585 -0.21
H 3.604629 0.471655 2.412111 0.352 0.328 0.491 0.12
H 2.154994 -0.363533 2.671191 -0.517 0.034 0.392 0.11
H 1.598298 1.333010 1.118184 0.466 0.886 0.995 0.06
H 2.639127 2.517743 2.107090 -0.129 0.176 -0.840 0.13
H -0.251364 1.756870 2.611177 0.294 0.089 0.699 0.07
H 0.679985 3.228266 3.019125 -0.159 0.052 -0.033 0.12
H 2.641113 0.487895 4.999377 -0.590 -0.236 0.148 0.12
H 2.989628 2.072132 4.514644 0.468 0.309 -0.740 0.12
```
Forces are in eV/Å.

Density functional theory data (wB97M-V/def2-TZVPD) for C24H38ClEuN4O6 as an isolated structure in a non-equilibrium geometry.

Results
Max |F| (eV/A): 2.792
LUMO energy (spin up / spin down) (eV): -1.76 / 0.33
<S²>: 12.02
Frontier orbital gap (spin up / spin down) (eV): 5.4 / 7.5
Spin multiplicity: 7

XYZ file:
```
74
Properties=species:S:1:pos:R:3:forces:R:3:lowdin_spin:R:1
O 0.948769 -0.156761 -2.660729 0.883 -0.685 2.559 0.00
C -0.153174 0.205319 -3.264149 -1.539 0.197 -0.495 0.00
C -0.017323 1.619157 -3.872441 -0.281 -0.513 0.101 0.00
C 0.684950 2.598736 -3.176938 -0.013 -0.017 -0.215 0.00
H 1.106301 2.327802 -2.207182 -0.162 0.179 -0.225 0.00
C 0.854758 3.867874 -3.725248 -0.116 -0.393 -0.095 0.00
H 1.380166 4.613727 -3.140125 -0.013 0.131 -0.147 0.00
C 0.348750 4.153990 -4.996940 -0.094 -0.319 0.226 0.00
H 0.482380 5.143395 -5.425423 -0.038 -0.147 0.007 0.00
C -0.335742 3.157553 -5.700439 0.037 -0.097 0.041 0.00
H -0.730164 3.359224 -6.691953 0.073 0.067 0.072 0.00
C -0.515150 1.887830 -5.144220 0.082 0.410 0.260 0.00
H -1.040027 1.088308 -5.673441 0.106 0.324 0.016 0.00
H -0.322754 -0.511575 -4.104830 -0.720 0.341 -0.142 0.00
C -2.202557 -1.365824 -2.438683 -0.355 -0.297 -0.160 0.00
C -1.636543 0.035445 -2.421550 1.252 0.664 -1.622 -0.01
H -3.109538 -1.373023 -3.072565 0.275 -0.134 0.391 0.00
H -2.487384 -1.754458 -1.438361 0.028 0.095 -0.501 0.00
H -1.493855 -2.064851 -2.905218 -0.064 0.155 0.286 0.00
C -2.438275 1.111414 -2.303356 -0.310 0.175 0.322 -0.01
C -3.926295 1.119434 -2.117361 -0.419 -0.155 0.157 0.00
H -2.021618 2.120902 -2.328036 0.146 -0.420 -0.278 0.00
H -4.416982 1.609313 -2.973950 0.321 -0.074 0.056 0.00
H -4.186105 1.728155 -1.241747 0.040 -0.191 -0.168 0.00
H -4.387156 0.126231 -1.998185 0.282 0.362 0.051 0.00
Eu -0.703235 -0.052368 0.169464 1.251 0.549 -0.319 6.08
Cl -3.257422 0.264519 0.933936 0.728 -0.273 -0.092 -0.02
C -0.944764 0.126044 3.175614 -0.076 0.376 0.029 0.00
O -0.286974 -0.692100 2.494803 -0.526 0.338 -0.236 -0.01
N -1.125339 0.075945 4.492399 0.090 -0.472 -0.207 0.00
C -0.599002 -1.041282 5.264480 0.023 0.009 0.183 0.00
C -1.979134 1.030504 5.185761 -0.029 0.025 -0.387 0.00
H -1.469222 0.959889 2.674030 0.210 -0.106 0.455 0.00
H 0.025244 -1.656250 4.609322 -0.145 0.152 0.247 0.00
H -1.424195 -1.642246 5.678322 0.201 0.143 -0.212 0.00
H -0.012541 -0.654342 6.109521 -0.041 -0.125 -0.275 0.00
H -2.197910 1.851115 4.493397 -0.009 -0.111 0.295 0.00
H -1.467219 1.411586 6.072601 0.002 0.028 -0.148 0.00
H -2.921247 0.560531 5.496681 0.190 0.050 -0.086 0.00
H 4.980580 1.734841 -2.051609 -0.253 0.015 -0.040 0.00
H 4.886455 1.936638 0.491568 -0.330 -0.069 -0.023 0.00
C 3.880892 1.813276 -2.050101 0.288 -0.229 0.216 0.00
C 3.786109 1.989054 0.425473 -0.357 0.379 0.003 0.00
N 3.333295 1.325282 -0.788006 0.176 -0.622 0.311 0.00
H 3.455626 1.225657 -2.865293 0.004 0.143 0.029 0.00
C 2.680706 0.140313 -0.732301 -0.267 0.400 -0.524 0.00
O 1.952778 -0.232692 0.205078 0.048 0.118 -0.093 0.00
H 3.321722 1.517831 1.298900 0.089 0.187 -0.234 0.00
H 2.836343 -0.482197 -1.628850 -0.294 0.235 0.217 0.00
H 3.613916 2.872904 -2.187125 -0.028 -0.385 0.043 0.00
H 3.506519 3.051834 0.381491 0.024 -0.226 0.176 0.00
H 0.059951 -5.785295 0.446534 -0.046 0.176 -0.053 0.00
H 2.240122 -5.597684 -1.113147 -0.035 0.113 0.031 0.00
C -0.408216 -5.205449 -0.357792 -0.005 -0.198 -0.026 0.00
C 1.633501 -4.943935 -1.746040 0.146 0.083 -0.057 0.00
N 0.568224 -4.323668 -0.980140 -0.195 0.336 0.234 0.00
H -1.234241 -4.616328 0.040330 0.146 -0.090 -0.069 0.00
C 0.512202 -3.003704 -0.806356 -0.330 0.242 0.175 0.00
O -0.394376 -2.426713 -0.156201 0.623 -0.128 -0.305 -0.01
H 2.265639 -4.162232 -2.172962 -0.056 -0.160 0.026 0.00
H 1.310819 -2.420590 -1.286970 -0.210 -0.060 0.001 0.00
H -0.773121 -5.920088 -1.101676 -0.046 0.163 0.045 0.00
H 1.221295 -5.555863 -2.553197 -0.037 0.150 0.042 0.00
O -1.109839 3.513529 -1.062425 0.653 -0.125 1.836 0.00
C -0.558290 3.536302 0.047756 -0.618 0.160 -1.472 0.00
C -0.284248 4.834809 0.795884 -0.078 0.179 -0.149 0.00
C 0.538724 4.405892 1.981198 0.222 -0.075 0.410 0.00
C 0.570042 2.875359 1.889451 -0.087 -0.269 -0.172 0.00
O 1.100080 2.149165 2.723450 -0.401 0.290 -0.457 0.00
N -0.093681 2.443796 0.744861 0.032 -0.448 0.327 -0.01
H 0.246234 5.543193 0.151234 -0.292 -0.138 -0.034 0.00
H -1.236041 5.280758 1.104792 0.111 -0.045 -0.268 0.00
H 1.560121 4.804608 1.936396 -0.169 -0.204 0.206 0.00
H 0.084488 4.704132 2.934034 0.302 -0.138 -0.091 0.00
```
Forces are in eV/Å.